Molecular formula: C30H67BF2IN2O6PSi
Method: DFT, the ωB97M-V functional and the def2-TZVPD basis

CARTESIAN COORDINATES (ANGSTROEM)
1 I 4.71730 -1.47027 0.07443
2 P 2.95361 -0.01719 0.93370
3 Si -2.21179 0.95929 0.09091
4 F 2.03233 2.67123 1.38654
5 F 2.22228 1.37472 3.34004
6 O 8.61249 0.03315 1.62810
7 O 3.10511 5.07004 -4.73662
8 O 2.91247 -1.09829 -2.79264
9 O 4.88512 2.32064 0.61377
10 O -6.82515 -4.57690 -0.58085
11 O -7.97586 0.33180 1.11813
12 N 4.14255 1.55958 -3.76776
13 N 5.16511 1.00797 2.77819
14 C 2.74935 0.23190 -2.11252
15 C 2.04285 6.62536 -3.24284
16 C 2.87687 5.35952 -3.35991
17 C 8.86051 -1.13633 0.85220
18 C -3.93655 0.60233 2.75140
19 C -5.15384 -2.26636 1.58876
20 C -0.73814 1.87157 1.00742
21 C 0.79018 -4.55861 0.28501
22 C 4.21217 5.50786 -2.64818
23 C -5.63917 -1.70935 3.05333
24 C 1.81834 1.25889 1.88577
25 C -3.43718 0.07749 1.28162
26 C -6.22958 -4.20650 -1.82154
27 C -5.13024 -5.19780 -2.16848
28 C 1.42921 -3.03264 0.41616
29 C 2.00911 0.17946 -0.67143
30 C -5.04433 -0.28414 3.60722
31 C 2.33563 -2.87720 1.76214
32 C -4.08479 -1.36345 0.73218
33 C -3.20487 2.36883 -0.81305
34 C 9.35722 -0.73042 -0.52624
35 C -8.90483 1.16617 1.80519
36 C -9.99170 0.30418 2.42750
37 C -7.29922 -4.16488 -2.90126
38 C -8.16909 1.97735 2.85985
39 C 2.63825 -1.37441 2.29593
40 C 9.87449 -2.01206 1.57095
41 C 4.04017 1.22187 -2.26471
42 C 0.23080 0.86205 1.85392
43 C -1.62990 -0.26567 -1.27490
44 B 4.40416 1.20386 1.44242
45 H 9.54250 -1.60799 -1.15328
46 H 10.81970 -1.47754 1.71787
47 H -5.40590 0.11043 4.65342
48 H -2.37351 3.09144 -1.27192
49 H 8.62282 -0.09036 -1.02684
50 H 1.56158 -5.19452 -0.32651
51 H -0.23368 -4.50047 -0.32300
52 H -7.57664 -0.27080 1.76740
53 H -5.79767 -3.20812 -1.69256
54 H 1.77441 -1.09993 3.03581
55 H -7.77805 -5.14373 -3.01656
56 H -5.53221 -6.21333 -2.25785
57 H -8.09007 -3.45637 -2.63227
58 H 1.43758 1.23101 -0.61044
59 H 3.28925 -3.59440 1.69808
60 H -1.22602 2.61607 1.80158
61 H 6.13219 1.43889 2.68419
62 H -7.21132 -5.46227 -0.68592
63 H 3.90642 -1.12700 -3.02286
64 H 4.07082 5.71572 -1.58308
65 H -0.11059 0.73195 2.99015
66 H 10.28417 -0.15046 -0.45366
67 H 0.48550 -2.31386 0.55010
68 H -7.67762 1.32107 3.58681
69 H -3.79127 1.83867 -1.68224
70 H -9.56482 -0.41144 3.13920
71 H 2.55614 7.47692 -3.70338
72 H 2.32492 4.51435 -2.93449
73 H 1.93677 0.74778 -2.83138
74 H -4.64152 -4.93146 -3.11074
75 H 5.86246 2.53068 0.80433
76 H 4.80683 4.59388 -2.75130
77 H -6.41537 -2.32973 3.70112
78 H 1.10098 -0.58777 -0.80225
79 H 1.08993 6.50841 -3.77014
80 H 0.51799 -5.01099 1.33940
81 H -6.87551 -3.86747 -3.86544
82 H -7.38171 2.58352 2.39901
83 H 9.50893 -2.28631 2.56640
84 H -10.73127 0.91815 2.95068
85 H -8.85402 2.64155 3.39591
86 H 3.95164 0.71681 -4.35230
87 H 10.07517 -2.92809 1.00680
88 H -0.20893 2.49967 0.17301
89 H 1.83640 6.86663 -2.19555
90 H 1.95247 -2.66441 -0.58348
91 H -10.50447 -0.28329 1.65837
92 H 3.61471 -1.46108 2.98004
93 H 5.07512 0.76489 -1.97928
94 H 1.68476 -3.39229 2.62599
95 H 3.59476 5.81519 -5.12270
96 H 3.51396 2.36192 -4.00345
97 H 7.91098 -1.67428 0.75762
98 H 4.80239 6.31988 -3.08765
99 H 9.45021 0.51721 1.71734
100 H -1.45716 -1.36325 -0.87223
101 H 5.32700 -0.03945 2.84202
102 H -4.37387 -5.22627 -1.37684
103 H -5.60624 -3.29679 1.21085
104 H -3.78097 -1.78645 -0.34252
105 H -9.34877 1.84093 1.06522
106 H -3.49725 1.60617 3.16167
107 H -0.69505 0.14202 -1.85968
108 H -2.51797 -0.33063 -2.06988
109 H -3.89338 2.90189 -0.02922
110 H 3.77435 2.23339 -1.74100
111 H 0.14551 -0.21920 1.38363

Cartesian forces (eV/Å) of the 2 atoms listed first:
2.09 -1.53 -1.27
-0.90 1.52 2.43

HOMO-LUMO gap   8.47 eV
Structure (SMILES)   CCCCP(I)(C[C@H](O)CN)(B(N)O)C(F)(F)CC[Si](C)(C)c1ccccc1.CC(C)O.CC(C)O.CC(C)O.CC(C)O
Net charge   0